# 1
C30H36N9OPS | the ωB97M-V functional and the def2-TZVPD basis

Geometry as XYZ:
```
78
Properties=species:S:1:pos:R:3:forces:R:3
N 1.10228 -1.52167 2.52384 0.2 -0.5 0.3
P 2.02437 -2.65495 1.58814 -0.2 0.1 0.0
O 3.01987 -1.55933 0.87461 0.1 0.1 0.1
C 3.12311 -3.28791 2.93363 -0.1 0.0 -0.1
C 4.39753 -2.89138 3.20092 0.0 0.0 0.1
C 5.15596 -3.43582 4.28789 0.2 0.3 -0.3
C 4.64564 -4.38617 5.10562 0.0 -0.3 0.3
C 3.31837 -4.82718 4.87577 -0.3 0.0 -0.2
N 2.62445 -5.71996 5.59394 0.1 0.0 0.0
S 1.17113 -5.80124 4.93830 0.0 0.0 0.0
N 1.31075 -4.75605 3.73573 0.0 0.1 0.0
C 2.56131 -4.27507 3.79421 0.1 -0.1 0.3
H 1.74540 -1.00133 3.12115 -0.1 0.2 -0.1
H 0.56653 -2.11536 3.16283 -0.2 0.1 -0.1
H 3.94236 -1.83084 0.85450 0.0 0.0 -0.2
H 4.83764 -2.11066 2.59185 0.2 0.0 0.1
H 6.15606 -3.05831 4.47008 0.0 0.0 -0.1
H 5.20875 -4.79406 5.93471 0.0 0.0 0.0
N -1.79233 -1.14706 3.88916 0.0 0.1 -0.1
C -1.71481 -0.87566 5.22831 0.0 0.0 0.0
C -2.83432 -1.39086 5.82612 0.0 0.0 0.0
C -3.62027 -1.99543 4.80689 0.0 0.0 0.0
C -2.94893 -1.82979 3.62532 0.0 0.0 -0.1
H -1.10110 -0.88806 3.20371 0.0 0.0 0.0
H -0.87468 -0.34235 5.63993 0.0 0.0 0.0
H -3.06581 -1.33941 6.87663 0.0 0.0 0.0
H -4.56669 -2.49452 4.92866 0.0 0.0 0.0
H -3.19075 -2.14489 2.62359 0.0 0.0 0.0
N -2.88457 -0.10510 0.36769 0.0 0.0 0.0
C -1.87895 -0.30279 -0.53844 0.0 0.0 0.0
C -2.41373 -0.16355 -1.79068 0.0 0.0 0.0
C -3.79679 0.13146 -1.63160 0.0 0.0 0.0
C -4.05557 0.16067 -0.28731 0.0 0.0 0.0
H -2.77804 -0.14533 1.36509 -0.1 0.1 0.0
H -0.87487 -0.52225 -0.21629 0.0 0.0 0.0
H -1.87416 -0.25982 -2.71808 0.0 0.0 0.0
H -4.51650 0.30303 -2.41479 0.0 0.0 0.0
H -4.96600 0.34781 0.25533 0.0 0.0 0.0
N -2.06313 3.26931 -5.90089 0.0 0.0 0.0
C -2.22304 2.27483 -4.96885 0.1 0.0 -0.1
C -2.76854 2.83610 -3.84569 0.0 0.1 0.0
C -2.95278 4.22098 -4.11295 0.0 0.0 0.0
C -2.51103 4.45702 -5.38811 0.0 0.0 0.0
H -1.68232 3.13837 -6.81961 -0.1 0.0 0.0
H -1.93232 1.26112 -5.18755 0.0 0.0 0.0
H -3.00794 2.31356 -2.93541 0.0 0.0 0.0
H -3.36242 4.95830 -3.44326 0.0 0.0 0.0
H -2.47498 5.36259 -5.96908 0.0 0.0 0.0
N -2.35479 1.66332 -9.35688 0.0 0.1 0.1
C -1.73126 0.46703 -9.11570 0.0 0.0 0.0
C -2.70120 -0.48952 -8.98779 0.0 0.0 0.0
C -3.95801 0.15391 -9.15908 0.0 0.0 0.0
C -3.71155 1.48049 -9.38455 0.0 0.0 0.0
H -1.88743 2.53945 -9.49750 0.0 0.0 -0.1
H -0.65834 0.40008 -9.05820 0.0 0.0 0.0
H -2.53105 -1.53504 -8.79391 0.0 0.0 0.0
H -4.93060 -0.30640 -9.11929 0.0 0.0 0.0
H -4.38062 2.30507 -9.55955 0.0 0.0 0.0
N 4.02211 -1.41461 6.79324 0.0 0.0 0.0
C 4.61503 -0.74380 7.82616 0.0 0.0 0.0
C 3.68725 0.11087 8.36029 0.0 0.0 0.0
C 2.48513 -0.05294 7.61971 0.0 0.0 0.0
C 2.72534 -1.00134 6.66120 0.0 0.0 0.0
H 4.45894 -2.10799 6.21119 0.0 0.0 0.1
H 5.64081 -0.93013 8.09420 0.0 0.0 0.0
H 3.84990 0.77785 9.18996 0.0 0.0 0.0
H 1.55310 0.46385 7.77605 0.0 0.0 0.0
H 2.08464 -1.42102 5.90318 0.0 0.0 0.0
N 0.75955 3.70119 -4.06580 0.0 0.0 -0.1
C 0.99682 4.94642 -3.55939 0.0 0.0 0.0
C 2.30620 4.99560 -3.15644 0.0 0.0 0.0
C 2.87972 3.72459 -3.43194 0.0 0.0 0.0
C 1.89760 2.94953 -3.99210 0.0 0.0 0.0
H -0.12123 3.38492 -4.43532 -0.1 0.0 0.1
H 0.21626 5.68677 -3.52712 0.0 0.0 0.0
H 2.79695 5.84508 -2.71168 0.0 0.0 0.0
H 3.89311 3.41498 -3.23836 0.0 0.0 0.0
H 1.91347 1.93082 -4.34014 0.0 0.0 0.0
```
Forces are in eV/Å.

Output
E_HOMO in eV: -7.921
Multiplicity: 1
Orbital gap in eV: 6.80
Molecular weight in g mol⁻¹: 601.7
Net charge: 0

# 2
C30H37AsCuI2N5O5S | the ωB97M-V functional and the def2-TZVPD basis

Geometry as XYZ:
```
82
Properties=species:S:1:pos:R:3:forces:R:3
Cu 0.17850 -0.61260 -0.09170 0.0 -0.7 -0.9
I 3.53880 1.52210 6.19320 -0.3 -0.1 -0.4
C 2.29720 1.24940 4.51150 0.3 0.2 0.4
C 1.95120 2.33360 3.72410 0.2 0.0 0.3
C 1.16520 2.12660 2.61290 -0.3 0.4 -0.6
I 0.68370 3.77420 1.38300 0.1 -0.4 0.3
C 0.65880 0.86080 2.23940 0.1 0.4 0.5
O -0.13910 0.74220 1.22490 -0.6 0.5 0.3
C 1.07500 -0.23250 3.05150 -0.2 -0.1 -0.1
C 0.71500 -1.63970 2.64520 0.0 0.1 0.3
N 1.23220 -1.92940 1.30230 0.0 -0.4 -0.1
C 2.67200 -1.76430 1.14900 0.1 0.0 0.0
C 3.04400 -1.08810 -0.14800 0.2 0.1 -0.2
C 4.33830 -1.17470 -0.64380 -0.1 0.1 -0.1
C 4.68040 -0.44790 -1.77020 -0.2 0.0 0.1
C 3.72290 0.36660 -2.35750 0.0 -0.1 0.0
C 2.45090 0.37910 -1.81790 0.3 0.1 -0.2
N 2.11910 -0.34480 -0.75300 -0.3 0.0 0.2
C 1.86740 -0.02330 4.16430 0.0 0.0 0.0
H 2.29760 3.32510 3.96860 0.0 0.1 0.0
H -0.37490 -1.74300 2.61120 0.1 -0.1 0.0
H 1.10640 -2.34430 3.39350 -0.1 0.1 0.0
H 0.95770 -2.86300 1.01680 0.1 0.0 0.1
H 3.21530 -2.70990 1.23610 0.0 0.0 0.0
H 3.02900 -1.11080 1.95280 0.0 -0.1 -0.1
H 5.06290 -1.79840 -0.14780 0.1 -0.1 0.1
H 5.67930 -0.50400 -2.17250 0.1 0.0 -0.1
H 3.95590 0.97140 -3.21730 0.0 0.1 -0.1
H 1.66980 0.99790 -2.23650 0.0 0.0 -0.1
H 2.15000 -0.86770 4.77670 0.1 -0.1 0.0
C -3.63120 3.64950 0.25580 0.3 0.0 -0.2
As -2.42280 2.27150 0.97400 -0.7 -0.2 0.5
C -2.78460 2.50880 2.88370 0.2 0.0 0.0
C -3.36360 0.55380 0.51180 0.6 0.3 0.0
C -4.84080 0.50170 0.63900 -0.4 0.1 0.1
C -5.67560 0.81840 -0.43280 0.2 0.0 0.0
C -7.04230 0.62200 -0.34580 -0.1 0.1 0.0
C -7.60110 0.12610 0.82140 0.0 0.0 0.0
C -6.78570 -0.16800 1.90240 -0.1 0.0 0.0
C -5.42060 0.02830 1.81420 0.2 0.0 0.0
H -4.62910 3.53500 0.67090 -0.1 -0.1 0.1
H -3.67870 3.57800 -0.82860 0.0 0.0 0.0
H -3.24440 4.63270 0.51640 0.1 0.0 0.1
H -3.85600 2.51320 3.07210 -0.1 -0.1 -0.1
H -2.37240 3.46110 3.21870 0.0 0.0 -0.1
H -2.31880 1.71550 3.46500 0.1 -0.1 -0.1
H -2.89840 -0.18900 1.16480 0.1 0.1 -0.2
H -3.06400 0.35490 -0.51870 0.1 0.0 0.2
H -5.24890 1.19170 -1.35570 0.1 0.0 -0.1
H -7.67070 0.84360 -1.19620 0.0 0.0 0.0
H -8.66360 -0.04910 0.87850 -0.1 0.0 0.0
H -7.21490 -0.57570 2.80480 0.0 0.0 0.1
H -4.78410 -0.22410 2.65130 0.1 -0.1 0.1
C -4.13930 -5.19650 -6.36780 0.0 -0.1 0.0
C -4.87630 -3.87840 -6.36240 -0.1 0.1 0.8
S -5.47690 -3.41510 -4.70830 0.7 0.2 -0.2
O -5.60400 -1.97840 -4.69310 0.0 0.3 -0.3
O -6.61170 -4.20140 -4.34320 -0.3 -0.6 0.0
C -4.14030 -3.78600 -3.48150 -0.7 0.1 -0.7
C -4.43000 -2.82910 -2.33750 -0.7 0.2 -0.4
N -3.28990 -2.60670 -1.48120 0.1 -0.3 0.3
C -2.29740 -1.71630 -1.68390 0.2 -0.1 0.3
N -1.42830 -1.74250 -0.67410 0.2 0.3 -0.3
C -1.86860 -2.67050 0.20070 -0.7 -0.6 -0.2
C -3.02270 -3.23370 -0.28610 1.0 0.8 0.2
N -3.77470 -4.26870 0.33350 0.2 0.0 0.0
O -3.40960 -4.57290 1.44680 -0.1 -0.2 0.3
O -4.68090 -4.78010 -0.28530 -0.4 -0.3 -0.2
C -2.17680 -0.83540 -2.86620 -0.1 0.0 -0.1
H -3.98170 -5.52210 -7.39390 0.0 0.0 0.0
H -4.72700 -5.95590 -5.85890 0.0 -0.2 0.0
H -3.16630 -5.11540 -5.88790 0.1 0.0 0.0
H -5.79170 -3.92720 -6.94780 -0.1 0.1 0.0
H -4.26830 -3.04340 -6.70010 0.0 0.1 0.0
H -3.18030 -3.58610 -3.94960 0.1 0.0 -0.1
H -4.23480 -4.82590 -3.18810 0.1 -0.1 0.0
H -5.25950 -3.22140 -1.74510 0.2 0.3 -0.1
H -4.73400 -1.87500 -2.77970 0.1 -0.1 0.3
H -1.36680 -2.91500 1.11390 0.0 0.0 0.2
H -3.15340 -0.57470 -3.27270 0.0 0.1 0.0
H -1.60990 -1.33710 -3.65150 0.0 0.0 -0.1
H -1.63140 0.06650 -2.59040 0.0 0.0 0.0
```
Forces are in eV/Å.

Output
E_HOMO (alpha / beta) in eV: -10.114 / -9.749
Multiplicity: 2
Orbital gap (alpha / beta) in eV: 7.21 / 4.47
Molecular weight in g mol⁻¹: 972.0
Net charge: +1

# 3
C30H37BN8O2SScSi | the ωB97M-V functional and the def2-TZVPD basis

Geometry as XYZ:
```
81
Properties=species:S:1:pos:R:3:forces:R:3
Sc 0.39943 -0.83998 -0.30540 0.2 -0.2 0.0
C 0.46098 -0.88568 4.11256 0.0 0.0 0.0
C -0.07398 -0.45745 2.90764 0.0 0.1 0.0
N 0.37589 -1.20649 1.89729 0.0 0.0 -0.1
N 1.19801 -2.14529 2.43891 0.0 -0.1 0.0
C 1.27115 -1.94948 3.76294 0.0 0.0 0.1
B 1.88770 -3.15233 1.46326 0.0 0.0 -0.1
N 2.90715 -2.29416 0.62050 0.0 0.0 0.0
C 4.22235 -2.46558 0.45851 0.1 0.1 0.0
C 4.71596 -1.44676 -0.34485 0.1 -0.1 0.0
C 3.60729 -0.67969 -0.64956 0.0 0.1 0.0
N 2.51524 -1.18043 -0.05993 -0.1 -0.1 0.0
N 0.76926 -3.73432 0.52086 0.0 0.1 0.1
C 0.33326 -4.99782 0.45693 0.0 -0.2 0.0
C -0.71924 -5.06867 -0.44199 0.0 -0.1 0.1
C -0.87018 -3.77038 -0.89845 0.0 0.0 0.0
N 0.02398 -2.96583 -0.31395 0.0 0.1 -0.1
N 2.59773 -4.32466 2.08907 0.1 0.1 0.0
C 2.71080 -4.85186 3.34600 -0.1 0.1 -0.2
C 3.45275 -5.99353 3.26107 0.1 -0.1 -0.1
C 3.76345 -6.10808 1.88930 0.0 -0.1 -0.1
N 3.25059 -5.11965 1.18188 0.0 0.0 0.5
H 0.29131 -0.48785 5.09892 0.0 0.0 -0.1
H -0.76262 0.35046 2.71855 0.0 0.0 0.0
H 1.90237 -2.54494 4.39435 0.0 0.0 0.0
H 4.73133 -3.29931 0.91280 -0.1 0.0 0.0
H 5.73479 -1.29724 -0.66049 -0.1 0.0 0.0
H 3.54014 0.21268 -1.25328 0.0 0.0 0.0
H 0.80165 -5.77869 1.03316 0.0 0.1 0.0
H -1.28507 -5.94154 -0.71989 0.0 0.0 0.0
H -1.57377 -3.37667 -1.61610 0.0 0.0 0.0
H 2.24347 -4.42640 4.21444 0.0 0.0 -0.1
H 3.73284 -6.65252 4.06654 0.0 0.0 -0.1
H 4.33467 -6.87859 1.39103 0.0 0.1 0.0
C -0.62528 4.91478 0.92433 -0.1 -0.2 0.0
C 0.03617 3.58664 0.67487 0.5 0.5 0.3
C 1.07449 3.59390 -0.42614 -0.3 -0.1 0.0
C 0.46025 2.88573 1.94545 -0.2 -0.1 -0.2
Si -1.43203 2.20662 -0.15337 -0.2 -0.7 -0.2
O -0.57731 0.84858 -0.22529 -0.3 0.4 0.3
C -2.82018 2.13845 1.04762 0.0 0.0 0.2
C -3.64208 3.23516 1.34087 0.0 -0.1 -0.1
C -4.78972 3.07125 2.09826 0.0 0.0 0.0
C -5.13327 1.81078 2.57479 0.0 0.0 0.0
C -4.33634 0.71060 2.28460 0.0 0.0 0.0
C -3.18235 0.87118 1.53176 -0.1 0.2 0.1
C -1.95240 2.75138 -1.83998 0.1 0.3 -0.1
C -2.04866 4.04921 -2.34868 0.0 -0.1 -0.1
C -2.59904 4.27901 -3.60213 0.0 0.0 0.0
C -3.06964 3.21535 -4.36175 0.0 0.0 0.0
C -2.99153 1.91967 -3.86749 0.0 0.0 0.0
C -2.43239 1.68767 -2.61921 0.0 0.1 0.0
H 0.16386 5.57128 1.31874 0.0 0.0 0.0
H -1.40360 4.86289 1.68199 0.0 0.0 0.0
H -1.01243 5.39579 0.03012 0.0 0.0 0.0
H 1.89683 4.22076 -0.05620 0.0 0.0 0.0
H 0.70707 4.04071 -1.35136 0.0 0.0 0.1
H 1.47273 2.60184 -0.63147 0.0 0.0 0.0
H 1.26809 3.49743 2.36843 0.0 0.0 0.0
H 0.85282 1.88682 1.77173 0.1 0.0 0.0
H -0.34257 2.83666 2.68160 0.0 0.0 0.0
H -3.41140 4.22138 0.95678 0.0 0.0 0.0
H -5.42129 3.92417 2.31171 0.0 0.0 0.0
H -6.02911 1.68543 3.16981 0.0 0.0 0.0
H -4.61503 -0.27282 2.64271 0.0 0.0 0.0
H -2.57603 0.00451 1.30819 0.0 -0.1 0.0
H -1.69947 4.90031 -1.78270 0.0 0.0 0.0
H -2.66719 5.29031 -3.98280 0.0 0.0 0.0
H -3.50519 3.39801 -5.33594 0.0 0.0 0.0
H -3.37800 1.09131 -4.44922 0.0 0.0 0.0
H -2.39501 0.67215 -2.23737 0.0 0.0 0.0
C 1.33039 -1.40798 -4.74956 0.1 0.0 -0.1
S 0.14613 -0.49689 -3.79626 -0.2 -0.2 0.2
C 0.68341 1.16169 -4.11868 0.1 0.1 0.0
O 0.56430 -0.77675 -2.34733 0.0 0.1 -0.2
H 2.33627 -1.07797 -4.49333 0.0 0.0 0.0
H 1.11160 -1.23711 -5.80593 0.0 0.0 0.1
H 1.19278 -2.46100 -4.51003 0.0 0.0 0.0
H 0.32671 1.43809 -5.11224 0.0 0.0 0.0
H 1.77013 1.21783 -4.05964 0.0 0.0 0.0
H 0.20387 1.79390 -3.37282 0.0 0.0 0.0
```
Forces are in eV/Å.

Output
E_HOMO (alpha / beta) in eV: -13.479 / -13.479
Multiplicity: 2
Orbital gap (alpha / beta) in eV: 8.78 / 4.87
Molecular weight in g mol⁻¹: 657.6
Net charge: +2

Number 1: DFT total energy -67275.5413 eV. Number 2: DFT total energy -181904.3540 eV. Number 3: DFT total energy -87809.5737 eV.